{"formula": "C17H19BBr2F3N2O2", "method": "ωB97M-V/def2-TZVPD", "symbols": ["C", "B", "C", "C", "C", "C", "F", "Br", "C", "F", "F", "Br", "C", "C", "C", "N", "C", "C", "H", "H", "H", "H", "H", "H", "H", "H", "H", "H", "H", "H", "H", "H", "C", "C", "C", "C", "C", "C", "N", "O", "O", "H", "H", "H", "H", "H"], "coordinates": [[-0.678, 0.236, -0.001], [0.198, -1.156, 0.013], [1.609, -0.883, -0.795], [0.446, -1.599, 1.609], [1.821, -2.202, 1.874], [2.120, -2.574, 3.316], [2.079, -1.470, 4.114], [0.852, -3.863, 4.026], [3.539, -3.171, 3.472], [3.610, -4.392, 2.932], [4.434, -2.401, 2.828], [4.121, -3.290, 5.332], [-0.618, -2.358, -0.740], [0.007, -3.561, -1.101], [-0.691, -4.583, -1.720], [-1.986, -4.508, -2.037], [-2.600, -3.371, -1.709], [-1.975, -2.307, -1.075], [-1.630, 0.128, 0.539], [-0.923, 0.538, -1.027], [-0.120, 1.049, 0.482], [2.123, -0.007, -0.372], [1.405, -0.643, -1.846], [2.329, -1.713, -0.789], [0.313, -0.721, 2.252], [-0.314, -2.332, 1.902], [2.604, -1.499, 1.580], [1.956, -3.111, 1.278], [1.066, -3.706, -0.902], [-0.184, -5.511, -1.982], [-3.655, -3.302, -1.972], [-2.563, -1.423, -0.847], [-0.831, 6.690, -0.685], [-0.266, 6.198, -1.854], [-0.630, 4.950, -2.333], [-1.565, 4.220, -1.624], [-2.138, 4.684, -0.455], [-1.763, 5.933, 0.013], [-1.962, 2.888, -2.128], [-1.411, 2.486, -3.132], [-2.806, 2.287, -1.502], [-0.541, 7.665, -0.314], [0.466, 6.785, -2.393], [-0.200, 4.539, -3.233], [-2.852, 4.069, 0.072], [-2.196, 6.312, 0.929]], "e_tot_ev": -173925.8223, "charge": -1}



{"formula": "C4H16O4", "method": "ωB97M-V/def2-TZVPD", "symbols": ["C", "O", "H", "H", "H", "H", "C", "O", "H", "H", "H", "H", "C", "O", "H", "H", "H", "H", "C", "O", "H", "H", "H", "H"], "coordinates": [[0.942, 3.081, -0.795], [2.272, 3.148, -1.244], [0.427, 3.767, -1.467], [0.453, 2.133, -1.018], [0.968, 3.465, 0.225], [2.742, 3.898, -0.871], [-0.525, -2.446, -1.639], [-1.290, -3.580, -1.167], [-0.390, -1.756, -0.806], [0.452, -2.599, -2.098], [-1.151, -1.994, -2.408], [-2.096, -3.191, -0.819], [0.339, -0.853, 1.949], [0.038, -1.475, 3.201], [1.336, -1.195, 1.669], [-0.268, -1.256, 1.138], [0.308, 0.230, 1.826], [0.760, -1.268, 3.799], [-0.918, 0.667, 0.244], [-1.083, -0.748, 0.150], [0.095, 0.888, -0.093], [-1.673, 1.175, -0.355], [-0.950, 0.895, 1.310], [-0.790, -0.988, -0.732]], "e_tot_ev": -12590.2572, "relative_energy_kj_mol": 731.3, "smiles": "CO.CO.CO.CO"}



{"formula": "C3H2IO2S", "method": "ωB97M-V/def2-TZVPD", "symbols": ["C", "C", "C", "O", "O", "S", "I", "H", "H"], "coordinates": [[-1.172, -0.275, 1.673], [-0.326, 0.213, 0.959], [0.517, 0.604, -0.061], [1.790, -1.477, -0.735], [-0.517, -1.381, -1.631], [0.780, -0.704, -1.510], [-0.667, 2.605, -1.253], [-1.848, -0.681, 2.367], [1.443, 1.096, 0.192]], "e_tot_ev": -26172.9297, "charge": -1, "relative_energy_kj_mol": 34.1}



{"formula": "C3H5NO3", "method": "ωB97M-V/def2-TZVPD", "symbols": ["N", "C", "O", "C", "O", "C", "O", "H", "H", "H", "H", "H"], "coordinates": [[-1.547, -0.817, 0.140], [-0.541, -0.383, 0.954], [-0.148, -0.975, 1.938], [0.077, 0.962, 0.558], [1.384, 0.743, 0.004], [1.427, 0.085, -1.154], [0.474, -0.247, -1.817], [-1.470, -0.548, -0.833], [-1.832, -1.773, 0.304], [-0.543, 1.530, -0.141], [0.247, 1.541, 1.466], [2.472, -0.118, -1.419]], "e_tot_ev": -10824.9545, "relative_energy_kj_mol": 70.7, "smiles": "NC(=O)COC=O"}



{"formula": "C13H14BeN2", "method": "ωB97M-V/def2-TZVPD", "symbols": ["Be", "C", "H", "H", "H", "H", "H", "C", "C", "C", "C", "C", "C", "N", "N", "C", "C", "C", "C", "C", "C", "H", "H", "H", "H", "H", "H", "H", "H", "H"], "coordinates": [[-1.069, -0.003, -0.063], [-2.235, -2.337, 0.864], [-3.014, -1.579, 1.191], [-2.667, -3.161, 0.296], [-1.713, -2.594, 1.795], [-1.286, -4.945, 0.662], [-0.877, -4.320, 0.951], [2.349, 0.874, 3.812], [1.473, -0.192, 3.500], [0.909, -0.262, 2.221], [1.172, 0.765, 1.285], [2.200, 1.719, 1.534], [2.757, 1.799, 2.831], [0.362, 0.795, 0.152], [0.726, 1.530, -0.894], [-0.079, 1.220, -1.992], [0.010, 1.916, -3.247], [-0.774, 1.451, -4.311], [-1.541, 0.268, -4.200], [-1.595, -0.407, -2.938], [-0.983, 0.153, -1.831], [2.769, 0.957, 4.819], [1.226, -0.942, 4.260], [0.229, -1.078, 1.947], [2.484, 2.410, 0.752], [3.473, 2.602, 3.074], [0.678, 2.814, -3.293], [-0.799, 2.024, -5.244], [-2.094, -0.113, -5.061], [-2.090, -1.368, -2.871]], "e_tot_ev": -17084.2409, "relative_energy_kj_mol": 0.0}



{"formula": "C52H78F30O26", "method": "ωB97M-V/def2-TZVPD", "symbols": ["C", "O", "C", "C", "O", "C", "C", "O", "C", "H", "H", "H", "H", "H", "H", "H", "H", "H", "H", "H", "H", "H", "H", "C", "O", "C", "C", "O", "C", "C", "O", "C", "H", "H", "H", "H", "H", "H", "H", "H", "H", "H", "H", "H", "H", "H", "C", "C", "O", "C", "O", "C", "F", "F", "F", "H", "H", "H", "H", "H", "C", "C", "O", "C", "O", "C", "F", "F", "F", "H", "H", "H", "H", "H", "C", "C", "O", "C", "O", "C", "F", "F", "F", "H", "H", "H", "H", "H", "C", "C", "O", "C", "O", "C", "F", "F", "F", "H", "H", "H", "H", "H", "C", "C", "O", "C", "O", "C", "F", "F", "F", "H", "H", "H", "H", "H", "C", "C", "O", "C", "O", "C", "F", "F", "F", "H", "H", "H", "H", "H", "C", "C", "O", "C", "O", "C", "F", "F", "F", "H", "H", "H", "H", "H", "C", "C", "O", "C", "O", "C", "F", "F", "F", "H", "H", "H", "H", "H", "C", "C", "O", "C", "O", "C", "F", "F", "F", "H", "H", "H", "H", "H", "C", "C", "O", "C", "O", "C", "F", "F", "F", "H", "H", "H", "H", "H"], "coordinates": [[-12.520, 16.759, 19.172], [-11.625, 16.284, 18.126], [-10.267, 16.482, 18.481], [-9.469, 16.342, 17.183], [-9.664, 15.141, 16.375], [-8.892, 13.998, 16.819], [-9.663, 12.675, 16.482], [-9.270, 12.295, 15.134], [-9.466, 13.295, 14.138], [-12.545, 17.806, 19.474], [-12.286, 16.225, 20.093], [-13.561, 16.480, 19.009], [-9.987, 15.676, 19.160], [-10.039, 17.442, 18.944], [-8.416, 16.594, 17.307], [-9.820, 17.154, 16.546], [-8.647, 14.008, 17.881], [-7.932, 14.083, 16.310], [-10.721, 12.935, 16.527], [-9.621, 11.865, 17.209], [-10.478, 13.696, 14.071], [-9.236, 12.870, 13.162], [-8.730, 14.092, 14.245], [-10.307, 8.802, 17.309], [-10.069, 7.369, 17.342], [-9.563, 6.686, 16.125], [-10.641, 5.942, 15.446], [-10.481, 4.505, 15.455], [-11.581, 3.799, 14.844], [-11.242, 2.325, 15.188], [-12.283, 1.460, 14.903], [-12.142, 0.170, 15.427], [-10.631, 9.149, 16.327], [-9.499, 9.466, 17.615], [-11.225, 9.001, 17.862], [-8.993, 5.867, 16.563], [-8.958, 7.318, 15.475], [-10.851, 6.417, 14.487], [-11.558, 6.122, 16.007], [-11.555, 4.007, 13.774], [-12.540, 4.038, 15.304], [-11.171, 2.324, 16.276], [-10.293, 1.929, 14.827], [-13.053, -0.428, 15.401], [-11.728, 0.060, 16.429], [-11.377, -0.434, 14.937], [-8.080, 10.217, 9.452], [-8.496, 11.323, 10.500], [-8.531, 10.758, 11.821], [-7.369, 10.599, 12.545], [-6.307, 11.122, 12.190], [-7.489, 9.577, 13.708], [-8.775, 9.323, 14.063], [-6.724, 8.545, 13.261], [-6.743, 10.070, 14.736], [-7.133, 9.714, 9.645], [-8.093, 10.506, 8.401], [-8.759, 9.382, 9.625], [-9.449, 11.745, 10.182], [-7.827, 12.162, 10.308], [-17.074, 10.634, 14.157], [-15.686, 10.414, 14.728], [-14.919, 9.870, 13.687], [-13.752, 9.369, 14.046], [-13.098, 9.532, 15.047], [-13.166, 8.564, 12.846], [-12.023, 9.081, 12.467], [-12.741, 7.368, 13.343], [-14.013, 8.394, 11.850], [-17.471, 11.485, 14.711], [-17.743, 9.818, 14.428], [-17.101, 10.620, 13.068], [-15.758, 9.918, 15.696], [-15.227, 11.387, 14.904], [-14.093, 10.864, 18.846], [-14.503, 12.285, 19.263], [-14.287, 12.418, 20.525], [-14.617, 13.674, 21.142], [-15.102, 14.597, 20.522], [-14.103, 13.797, 22.608], [-14.679, 14.806, 23.187], [-14.236, 12.671, 23.363], [-12.757, 14.094, 22.517], [-14.793, 10.094, 19.169], [-13.083, 10.659, 19.200], [-14.130, 10.783, 17.760], [-15.449, 12.535, 18.784], [-13.818, 13.050, 18.896], [-11.401, 4.936, 19.653], [-10.506, 6.058, 20.135], [-10.120, 5.909, 21.520], [-9.479, 6.830, 22.305], [-9.157, 7.974, 21.872], [-9.190, 6.321, 23.775], [-9.895, 7.114, 24.568], [-9.580, 5.037, 23.864], [-7.897, 6.454, 23.998], [-10.913, 3.964, 19.724], [-11.625, 5.099, 18.599], [-12.261, 4.755, 20.298], [-11.150, 6.910, 19.917], [-9.716, 6.225, 19.404], [-9.729, -1.486, 19.121], [-9.757, 0.057, 19.343], [-8.813, 0.586, 20.315], [-8.919, 0.228, 21.632], [-9.909, -0.313, 22.158], [-7.775, 0.708, 22.397], [-7.196, -0.271, 22.976], [-6.973, 1.395, 21.621], [-8.220, 1.430, 23.395], [-9.924, -2.125, 19.982], [-8.840, -1.798, 18.572], [-10.533, -1.688, 18.413], [-10.779, 0.264, 19.660], [-9.643, 0.559, 18.382], [-16.739, -2.054, 19.707], [-15.813, -1.475, 18.722], [-15.332, -0.275, 19.248], [-14.137, 0.155, 19.068], [-13.294, -0.517, 18.339], [-13.810, 1.463, 19.754], [-13.098, 1.163, 20.792], [-13.085, 2.323, 18.975], [-14.965, 2.122, 20.154], [-17.134, -2.937, 19.206], [-17.563, -1.370, 19.911], [-16.214, -2.368, 20.609], [-16.263, -1.243, 17.757], [-15.123, -2.243, 18.372], [-8.586, 9.929, 24.297], [-8.522, 11.387, 23.823], [-8.871, 11.487, 22.482], [-10.226, 11.391, 22.027], [-11.305, 11.154, 22.727], [-10.385, 11.827, 20.538], [-9.410, 12.630, 20.168], [-10.175, 10.775, 19.713], [-11.537, 12.521, 20.393], [-8.122, 9.726, 25.263], [-8.130, 9.191, 23.636], [-9.584, 9.511, 24.424], [-7.586, 11.939, 23.906], [-9.211, 11.907, 24.489], [-14.014, 6.889, 17.488], [-14.766, 6.510, 18.709], [-14.347, 7.309, 19.832], [-14.434, 6.883, 21.100], [-14.817, 5.770, 21.455], [-14.014, 7.914, 22.182], [-13.340, 8.945, 21.516], [-15.033, 8.399, 22.831], [-13.192, 7.276, 23.078], [-14.124, 6.212, 16.641], [-12.942, 7.073, 17.556], [-14.334, 7.844, 17.072], [-14.495, 5.479, 18.937], [-15.845, 6.558, 18.561], [-3.933, -2.430, 13.461], [-4.689, -2.194, 14.720], [-5.983, -2.405, 14.301], [-6.924, -1.399, 14.306], [-6.659, -0.223, 14.644], [-8.336, -1.856, 13.783], [-9.211, -2.208, 14.781], [-8.851, -0.916, 13.050], [-8.237, -2.975, 13.022], [-3.988, -1.550, 12.821], [-4.272, -3.277, 12.865], [-2.881, -2.552, 13.722], [-4.432, -1.281, 15.258], [-4.490, -2.985, 15.444], [-8.361, 4.665, 7.524], [-7.686, 5.690, 8.514], [-8.327, 5.647, 9.793], [-9.467, 6.275, 10.110], [-10.095, 7.088, 9.327], [-10.053, 5.993, 11.533], [-11.376, 5.612, 11.488], [-9.401, 4.990, 12.122], [-9.928, 7.068, 12.266], [-8.205, 3.629, 7.824], [-8.112, 4.825, 6.475], [-9.442, 4.775, 7.437], [-7.698, 6.704, 8.113], [-6.633, 5.466, 8.681]], "e_tot_ev": -189930.4395, "charge": 1, "spin_multiplicity": 2}